## 1
The following is a quantum chemistry calculation of a single C5H14N2 molecule, from the OMol25 dataset.

```
21
Properties=species:S:1:pos:R:3
C 3.27398 0.44756 -0.88754
N 1.92190 0.59697 -0.43596
C 1.07865 -0.48246 -0.90239
C -0.42899 -0.29738 -0.63606
C -0.71433 0.15941 0.78853
C -1.94097 -0.50321 1.36727
N -3.15508 0.05961 0.81982
H 3.87170 1.21268 -0.40127
H 3.38883 0.48506 -1.98029
H 3.66436 -0.53235 -0.62049
H 1.52722 1.50598 -0.62180
H 1.29316 -0.72078 -1.95600
H 1.37658 -1.43411 -0.43946
H -0.81235 0.31521 -1.46074
H -0.81020 -1.29226 -0.90433
H 0.17941 -0.03471 1.38606
H -0.79504 1.24647 0.82187
H -2.00318 -0.34127 2.44489
H -1.82985 -1.57849 1.17660
H -3.15784 0.16755 -0.18223
H -3.98718 -0.38289 1.17421
```

Computed properties:
molar mass: 102.2 g/mol
structure (SMILES): CNCCCCN
LUMO: 1.14 eV

## 2
The following is a quantum chemistry calculation of a single C5H14N2 molecule, from the OMol25 dataset.

```
21
Properties=species:S:1:pos:R:3
C 1.98249 1.40557 0.15591
C 0.98394 0.32594 0.55149
C 1.56540 -0.68871 1.52661
C 0.45377 -0.39140 -0.68574
N -0.77248 -1.14773 -0.49429
C -1.97531 -0.50558 -0.91541
N -2.26834 0.76046 -0.20936
H 1.44917 2.32578 -0.09662
H 2.59072 1.08703 -0.68402
H 2.63286 1.64630 1.00410
H 0.12724 0.79578 1.03662
H 1.98314 -1.54902 0.99989
H 2.36236 -0.30310 2.15712
H 0.81046 -1.09042 2.21160
H 1.25491 -1.04025 -1.08212
H 0.27181 0.30196 -1.51150
H -0.86892 -1.50264 0.44771
H -1.94340 -0.35225 -1.99593
H -2.85043 -1.13507 -0.73671
H -1.53006 1.42486 -0.42645
H -3.11443 1.15647 -0.60820
```

Computed properties:
molar mass: 102.2 g/mol
structure (SMILES): CC(C)CNCN
LUMO: 1.09 eV

## 3
The following is a quantum chemistry calculation of 2 unconnected molecules or ions with the total composition C5H14N2, from the OMol25 dataset.

```
21
Properties=species:S:1:pos:R:3
N 2.73423 -1.36012 -1.09667
C 1.55399 -0.64457 -1.49655
C 0.49794 -1.61159 -1.63819
C 1.14923 0.30366 -0.35759
N -0.04205 0.77575 -0.44812
C -2.36595 0.89082 2.75294
C -3.17913 1.69951 1.78651
H 3.69759 -1.12325 -1.54260
H 2.91384 -1.64180 -0.16499
H 1.74674 -0.17853 -2.50881
H -0.47187 -1.21842 -2.00935
H 0.43133 -1.92549 -0.55411
H 0.66330 -2.67950 -2.02042
H 1.46175 -0.16521 0.55587
H 1.66908 1.28383 -0.50515
H -2.59425 1.17201 3.81694
H -2.52232 -0.18146 2.50157
H -1.34871 1.19052 2.50161
H -3.15496 1.33389 0.65821
H -4.30629 1.63076 2.02595
H -2.96694 2.76624 1.77604
```

Computed properties:
molar mass: 102.2 g/mol
LUMO: -1.01 eV

Q: Which of them is the least stable? A: 3.

## 1
The following is a quantum chemistry calculation of a single C5H14N2 molecule, from the OMol25 dataset.

```
21
Properties=species:S:1:pos:R:3
C -1.48645 -2.10719 0.39770
C -0.83638 -1.05811 -0.50460
C 0.28334 -0.26419 0.15647
C 1.47761 -1.15130 0.44982
N 0.73440 0.77447 -0.79835
C 0.75167 2.09860 -0.23323
N -0.56061 2.60918 0.03293
H -0.79403 -2.93046 0.56001
H -2.41177 -2.47660 -0.03956
H -1.70809 -1.64345 1.35914
H -1.57943 -0.38282 -0.92246
H -0.38239 -1.53208 -1.38233
H -0.08795 0.20975 1.07141
H 1.74938 -1.68263 -0.46367
H 1.34414 -1.83359 1.26363
H 2.35248 -0.54340 0.69387
H 0.05018 0.85851 -1.53666
H 1.33626 2.67415 -0.94619
H 1.36591 2.10044 0.64164
H -0.67735 3.09103 0.91103
H -0.92092 3.18968 -0.71060
```

Computed properties:
molar mass: 102.2 g/mol
structure (SMILES): CC[C@@H](C)NCN
LUMO: 1.13 eV

## 2
The following is a quantum chemistry calculation of a single C5H14N2 molecule, from the OMol25 dataset.

```
21
Properties=species:S:1:pos:R:3
C 0.14487 0.53122 -2.58410
N -0.88874 -0.38752 -2.12919
C -1.40574 -0.61625 -0.78679
C -0.82195 0.27500 0.35646
C 0.70246 0.33162 0.44213
C 1.21890 -0.43971 1.69666
N 0.89229 0.16331 2.99063
H -0.07563 1.51531 -2.19144
H 1.14463 0.24447 -2.24598
H 0.19462 0.44918 -3.66680
H -0.87001 -1.23223 -2.67388
H -2.46246 -0.35046 -0.79758
H -1.23129 -1.65679 -0.50104
H -1.38232 1.19858 0.19016
H -1.20303 -0.11557 1.30643
H 1.30058 -0.08178 -0.35432
H 0.92333 1.37749 0.69553
H 2.28618 -0.61952 1.63444
H 0.60871 -1.35004 1.68937
H -0.01978 0.60651 2.89760
H 1.42888 0.95298 3.33510
```

Computed properties:
molar mass: 102.2 g/mol
structure (SMILES): CNCCCCN
LUMO: 1.03 eV

Q: Which of them is the least stable? A: 2.

## 1
The following is a quantum chemistry calculation of a single C5H14N2 molecule, from the OMol25 dataset.

```
21
Properties=species:S:1:pos:R:3
C 2.05105 -1.42208 -0.16892
C 1.24530 -0.06571 -0.25200
C 2.22628 1.08385 -0.15880
N 0.15164 0.02557 0.68685
C -1.05449 -0.74346 0.32607
C -1.93959 0.12564 -0.54117
N -2.73621 1.01075 0.28940
H 1.40415 -2.25417 -0.43722
H 2.93277 -1.42062 -0.80551
H 2.37222 -1.43839 0.87813
H 0.86410 -0.18382 -1.27549
H 1.65622 2.02435 -0.19705
H 2.85404 1.18132 0.72785
H 2.86386 1.14078 -1.03872
H 0.55384 -0.23847 1.56712
H -0.70216 -1.57592 -0.29825
H -1.61344 -1.16164 1.15072
H -2.50910 -0.53992 -1.22687
H -1.44472 0.60153 -1.39753
H -2.25057 1.88326 0.38489
H -3.67918 1.24177 0.03028
```

Computed properties:
molar mass: 102.2 g/mol
structure (SMILES): CC(C)NCCN
LUMO: 1.14 eV

## 2
The following is a quantum chemistry calculation of 2 unconnected molecules or ions with the total composition C5H14N2, from the OMol25 dataset.

```
21
Properties=species:S:1:pos:R:3
H -0.06711 -0.66457 -2.95127
N 0.27498 -1.09347 -2.09741
C -0.71027 -1.33566 -1.32670
N -0.55014 -1.86082 -0.08377
C -1.65440 -2.32337 0.72112
H -1.75080 -1.11445 -1.58339
H 0.40981 -2.07268 0.13568
H -1.35932 -3.19877 1.29580
H -2.00689 -1.56403 1.42316
H -2.48358 -2.62849 0.08616
C -0.00664 1.31268 1.38028
C 0.65973 2.05589 0.22922
C 1.95723 2.74425 0.63575
H 0.60295 0.45536 1.66692
H -0.99378 0.95658 1.08523
H -0.12876 1.94262 2.26245
H -0.03021 2.78535 -0.19760
H 0.88076 1.34079 -0.56691
H 2.39788 3.27409 -0.20662
H 1.77259 3.47576 1.42511
H 2.67927 2.02422 1.01867
```

Computed properties:
molar mass: 102.2 g/mol
structure (SMILES): [H]/N=C/NC.CCC
LUMO: 1.00 eV

## 3
The following is a quantum chemistry calculation of a single C5H14N2 molecule, from the OMol25 dataset.

```
21
Properties=species:S:1:pos:R:3
C 2.59292 -0.33133 0.53038
C 0.97471 -0.76418 0.69100
C 0.32096 0.36752 0.00061
C 0.47699 0.46354 -1.50514
N -1.19275 -0.09208 0.43455
C -2.17299 0.95597 0.62515
N -1.68453 -1.19275 -0.30882
H 3.13351 -0.98346 1.21257
H 2.93409 -0.52068 -0.48374
H 2.80252 0.69652 0.81902
H 0.76491 -0.78140 1.75644
H 0.84757 -1.71085 0.17432
H 0.49066 1.32147 0.50191
H -0.29397 1.11340 -1.91701
H 0.39116 -0.51907 -1.96365
H 1.45306 0.87180 -1.76003
H -2.53856 1.38446 -0.32329
H -1.73945 1.75304 1.22965
H -3.03389 0.56128 1.17766
H -2.17488 -0.88597 -1.15412
H -2.35207 -1.70724 0.26256
```

Computed properties:
molar mass: 102.2 g/mol
structure (SMILES): CC[C@@H](C)N(C)N
LUMO: 1.06 eV

Q: Which of them is the least stable? A: 3.

## 1
The following is a quantum chemistry calculation of a molecular structure, C5H14N2, from the OMol25 dataset.

```
21
Properties=species:S:1:pos:R:3
C 1.58483 1.16163 1.03135
C 0.35395 -2.06863 -0.74885
C 0.73270 0.35480 0.08135
N 0.81737 0.77323 -1.22666
C 0.58735 -1.08494 0.38964
H 0.25724 0.24830 -1.88355
H 0.66008 1.76598 -1.34412
H 1.38385 -1.42833 1.05405
H 1.41789 2.23476 0.90901
H 2.64799 0.95744 0.85083
H 1.36002 0.89138 2.06338
H -0.53755 -1.81950 -1.33030
H 1.20817 -2.12696 -1.43248
H 0.18932 -3.06905 -0.34268
C -2.20536 0.59087 -0.15695
N -1.08002 0.75012 0.73385
H -1.36533 1.10555 1.64470
H -0.43350 -0.87910 0.98833
H -1.93641 0.06538 -1.08067
H -2.61017 1.56816 -0.47497
H -3.03246 0.00890 0.27473
```

Computed properties:
molar mass: 102.2 g/mol
LUMO: 1.05 eV

## 2
The following is a quantum chemistry calculation of a single C5H14N2 molecule, from the OMol25 dataset.

```
21
Properties=species:S:1:pos:R:3
C 1.94873 -1.19490 0.17621
C 1.51202 0.29238 0.15487
C 2.34989 1.22094 -0.74210
N 0.11219 0.46830 -0.20601
C -0.82586 -0.07194 0.76817
C -2.26186 0.24052 0.45339
N -2.80873 -0.67552 -0.58396
H 2.17742 -1.55168 1.18147
H 2.86474 -1.31749 -0.40821
H 1.13186 -1.76448 -0.25352
H 1.59194 0.67028 1.17495
H 1.85124 2.18594 -0.58041
H 2.11754 0.99974 -1.78862
H 3.42110 1.39478 -0.67779
H -0.12784 -0.04055 -1.04654
H -0.61402 0.09006 1.83644
H -0.80052 -1.17319 0.84767
H -2.91551 0.27546 1.33432
H -2.42683 1.23821 0.03412
H -2.41108 -1.59544 -0.66635
H -3.79156 -0.76070 -0.38674
```

Computed properties:
molar mass: 102.2 g/mol
structure (SMILES): CC(C)NCCN
LUMO: 1.09 eV

## 3
The following is a quantum chemistry calculation of a single C5H14N2 molecule, from the OMol25 dataset.

```
21
Properties=species:S:1:pos:R:3
C 1.02833 -1.36007 1.19758
C 0.99691 -0.86965 -0.29886
N 2.43979 -0.78110 -0.84093
C 0.28919 0.56208 -0.36902
N -1.08681 0.39459 -0.02606
C -1.87302 0.30426 -1.32835
C -1.54088 1.47390 0.87519
H -0.05505 -1.65725 1.47652
H 1.66491 -2.12913 1.50459
H 1.14391 -0.54350 1.94933
H 0.45499 -1.54677 -0.95360
H 2.97313 -0.19024 -0.14784
H 2.91632 -1.64535 -0.57078
H 0.92370 1.22252 0.24436
H 0.50297 0.92327 -1.30673
H -1.37937 -0.61651 -1.77840
H -1.63840 1.23400 -1.97371
H -2.87900 -0.01596 -1.03614
H -0.77237 1.55246 1.70839
H -1.65559 2.58391 0.45095
H -2.45364 1.10453 1.22352
```

Computed properties:
molar mass: 102.2 g/mol
structure (SMILES): C[C@H](N)CN(C)C
LUMO: 1.05 eV

Q: Which of them is the least stable? A: 1.